The following is a DFT calculation (wB97M-V/def2-TZVPD) of a molecular structure, C23H62Cl4O8S8.

Each line ends with the Mulliken charge.
Element x y z (Å)
C 2.006 -6.844 -2.575  -0.95
S 2.477 -5.195 -1.911  0.39
O 2.063 -4.128 -2.946  -0.50
C 1.726 -5.129 -0.216  -0.65
H 2.606 -7.579 -2.038  0.36
H 2.419 -6.955 -3.578  0.34
H 0.936 -6.843 -2.369  0.28
H 1.863 -4.143 0.228  0.03
H 2.008 -5.922 0.477  0.42
H 0.664 -5.261 -0.426  0.34
C 1.144 0.923 -5.358  -0.40
S 2.974 0.756 -5.097  0.25
O 3.398 1.982 -4.328  -0.49
C 2.745 -0.688 -3.993  -0.67
H 0.873 1.954 -5.585  0.39
H 0.609 0.683 -4.439  -0.33
H 0.890 0.264 -6.189  0.44
H 3.705 -1.201 -3.930  0.54
H 2.017 -1.455 -4.256  0.32
H 2.640 -0.472 -2.930  0.00
C 6.139 -2.894 3.010  -0.99
S 4.671 -2.798 1.883  0.50
O 3.490 -3.338 2.761  -0.62
C 4.385 -0.982 1.898  -0.44
H 5.862 -2.445 3.964  0.29
H 6.956 -2.316 2.577  0.35
H 6.440 -3.940 3.069  0.34
H 5.272 -0.534 1.450  0.47
H 4.440 -0.466 2.857  0.45
H 3.412 -0.898 1.414  -0.36
C 5.121 3.825 -1.692  -0.86
S 4.167 3.444 -0.118  0.36
O 2.864 4.264 -0.169  -0.54
C 3.650 1.757 -0.749  -0.23
H 4.480 4.119 -2.523  0.21
H 5.766 3.009 -2.017  0.33
H 5.758 4.685 -1.488  0.39
H 3.031 1.107 -0.130  -0.08
H 4.498 1.114 -0.985  0.53
H 2.989 1.843 -1.611  -0.08
C 0.796 4.079 -3.014  -0.06
S -0.315 4.700 -1.682  0.37
O -1.784 4.604 -2.247  -0.63
C -0.103 3.401 -0.357  0.51
H 0.921 3.000 -3.102  -0.33
H 1.818 4.198 -2.655  0.08
H 0.582 4.676 -3.901  0.45
H 0.857 3.310 0.150  0.28
H -0.197 2.418 -0.818  -0.60
H -0.872 3.579 0.396  -0.20
C -3.461 3.841 1.372  -0.76
S -4.788 2.851 2.117  0.75
O -5.517 3.729 3.108  -0.73
C -6.127 2.968 0.821  -1.15
H -3.759 4.866 1.595  0.59
H -3.440 3.787 0.283  0.34
H -2.485 3.640 1.813  -0.15
H -6.117 2.196 0.051  0.32
H -6.228 3.987 0.447  0.36
H -7.033 2.826 1.411  0.39
C -0.618 1.686 3.670  -1.07
S 0.559 0.601 2.867  0.90
O 1.891 1.005 3.372  -0.72
C 0.187 -0.916 3.970  -0.83
H -1.644 1.320 3.670  0.18
H -0.508 2.669 3.213  0.32
H -0.434 1.753 4.743  0.51
H 0.705 -1.830 3.681  0.27
H -0.883 -1.124 3.993  0.06
H 0.573 -0.708 4.968  0.47
C -4.999 0.054 4.866  -0.83
S -4.451 -1.439 3.944  0.64
O -2.969 -1.681 4.133  -0.69
C -5.301 -2.827 4.772  -1.16
H -6.014 -0.011 5.258  0.37
H -4.675 0.973 4.377  0.14
H -4.242 0.075 5.650  0.36
H -6.269 -2.750 4.278  0.39
H -5.465 -2.694 5.842  0.33
H -4.931 -3.793 4.430  0.35
C -2.796 0.753 -4.522  0.13
Cl -2.753 1.343 -6.175  -0.11
Cl -2.307 -0.903 -4.444  -0.07
Cl -1.711 1.614 -3.504  0.12
Cl -4.482 0.867 -3.949  -0.13
C -3.453 -0.319 0.687  -1.39
C -2.043 -0.834 0.482  -0.25
C -1.061 0.008 -0.363  0.21
C 0.379 -0.424 -0.544  2.11
C 0.449 -1.859 -1.033  -0.71
C -0.387 -2.284 -2.262  -1.31
H -3.569 0.614 1.238  0.06
H -4.094 -0.981 1.269  0.35
H -3.843 -0.174 -0.320  0.43
H -1.580 -1.100 1.432  0.12
H -2.156 -1.788 -0.034  0.31
H -1.190 0.937 0.193  0.14
H -1.455 0.228 -1.355  -0.44
H 0.935 0.146 -1.289  -0.28
H 0.920 -0.286 0.392  -1.04
H 1.488 -2.140 -1.204  0.80
H 0.085 -2.526 -0.251  0.33
H -0.251 -3.340 -2.491  0.24
H -1.455 -2.079 -2.196  0.45
H -0.088 -1.795 -3.189  0.00

Output
- LUMO level (eV) = 0.30



The following is a DFT calculation (wB97M-V/def2-TZVPD) of a gas-phase ion, C4H11N2O2 (charge -1).

Each line ends with the natural charge from an NBO analysis.
Element x y z (Å)
C -1.073 0.042 0.810  -0.22
N -1.284 0.746 -0.426  -0.68
C -2.534 0.379 -1.032  0.13
O -2.655 0.887 -2.368  -0.74
C 0.403 0.398 1.240  -0.26
N 1.324 -0.780 1.182  -0.69
C 2.518 -0.548 0.219  0.08
O 3.521 -1.407 0.598  -0.97
H -1.933 0.296 1.469  0.16
H -1.137 -1.102 0.617  0.17
H -0.443 0.922 -0.945  0.38
H -2.767 -0.732 -0.931  0.14
H -3.319 0.913 -0.500  0.13
H -2.044 1.617 -2.496  0.47
H 0.436 0.846 2.251  0.17
H 0.910 1.104 0.581  0.17
H 1.890 -0.837 2.057  0.36
H 2.939 0.454 0.539  0.07
H 2.311 -0.809 -0.797  0.12

Output
- ΔE to the lowest compared entry with this formula, charge and spin (kJ/mol) = 457.9
- structure (SMILES) = [O-]CNCCNCO
- LUMO level (eV) = 3.24
- total charge = -1



The following is a DFT calculation (wB97M-V/def2-TZVPD) of 2 unconnected molecules or ions with the total composition C8H11N3.

Each line ends with the Mulliken spin population.
Element x y z (Å)
C -0.896 -1.871 -0.328  -0.06
C -2.109 -1.204 -0.128  0.31
C 0.283 -1.168 -0.337  0.32
C -0.992 0.909 0.025  0.28
C -2.169 0.189 0.056  0.20
C 0.250 0.237 -0.177  0.01
C 3.206 -0.251 -0.293  -0.15
C -3.457 0.896 0.270  0.04
N 1.544 2.139 -0.323  0.70
N 3.821 -0.583 0.749  0.01
N 1.347 0.974 -0.251  0.25
H -0.899 -2.941 -0.468  0.00
H -3.024 -1.779 -0.111  0.00
H 1.244 -1.640 -0.501  0.00
H -0.981 1.982 0.152  0.02
H 3.609 -0.336 -1.297  0.00
H -3.850 1.239 -0.691  0.07
H -4.199 0.239 0.715  0.01
H -3.335 1.776 0.898  0.01
H 2.406 2.669 -0.390  0.00
H 4.775 -0.983 0.740  -0.01
H 3.426 -0.493 1.688  0.00

Output
- ΔE to the lowest compared entry with this formula, charge and spin (kJ/mol) = 419.2
- LUMO level (alpha / beta) (eV) = -9.49 / -11.71
- spin multiplicity = 3
- total charge = +2